Formula: C4H11NO
Source: the Open Molecules 2025 dataset
Level of theory: ωB97M-V/def2-TZVPD

Structure (XYZ):
```
17
Properties=species:S:1:pos:R:3
O 2.224 -0.130 -1.290
N 1.951 0.187 0.882
C 1.847 -2.141 -0.051
C 2.022 -0.631 -0.168
C -1.742 1.376 0.398
C -2.563 0.995 -0.803
H 1.891 1.163 0.647
H 2.589 -2.566 0.629
H 0.838 -2.401 0.260
H -2.259 1.551 1.333
H -3.605 0.684 -0.726
H -1.112 2.229 0.159
H -2.065 0.211 -1.392
H 2.084 -2.556 -1.030
H -2.530 1.809 -1.524
H -1.275 0.500 0.925
H 1.704 -0.281 1.751
```

Results
Energy relative to the best compared isomer or geometry (same formula, charge and spin)   200.6 kJ/mol
Spin multiplicity   2
Strongest force on any atom   0.047 hartree/bohr
Charge   +1
Gap between HOMO and LUMO (alpha / beta)   9.7 / 4.9 eV

---

Formula: C4H11NO2
Source: the Open Molecules 2025 dataset
Level of theory: ωB97M-V/def2-TZVPD

Structure (XYZ):
```
18
Properties=species:S:1:pos:R:3
O 0.108 3.139 -2.135
O 1.418 -4.922 2.289
N -1.253 1.391 0.047
C -1.809 2.399 0.652
C 0.284 -0.519 0.138
C -0.379 0.564 0.752
C 0.334 -0.613 -1.358
H 1.038 -1.352 -1.751
H 0.143 2.646 -2.963
H -0.596 -0.756 -1.929
H 0.320 -1.468 0.682
H 0.044 0.998 1.662
H -1.558 2.549 1.717
H -0.114 2.591 -1.378
H 2.280 -5.127 1.975
H -2.535 3.026 0.138
H 1.526 -4.860 3.237
H 0.751 0.315 -1.776
```

Results
Energy relative to the best compared isomer or geometry (same formula, charge and spin)   229.4 kJ/mol
Spin multiplicity   2
Strongest force on any atom   0.051 hartree/bohr
Charge   -1
Gap between HOMO and LUMO (alpha / beta)   3.3 / 5.5 eV

---

Formula: C4H11NO2
Source: the Open Molecules 2025 dataset
Level of theory: ωB97M-V/def2-TZVPD

Structure (XYZ):
```
18
Properties=species:S:1:pos:R:3
O 0.549 0.105 -1.762
O -1.323 -3.417 -0.790
N 1.037 -0.892 0.196
C -1.017 0.924 1.522
C 0.652 2.511 0.677
C 0.600 0.227 -0.500
C -0.166 1.288 0.267
H -0.914 1.622 2.403
H 1.093 3.113 -0.168
H -2.191 1.012 1.317
H -0.734 -0.172 1.870
H -0.874 1.625 -0.478
H -0.634 -4.094 -0.794
H 1.801 -1.428 -0.202
H 1.442 2.284 1.410
H -0.913 -2.708 -0.218
H -0.142 3.102 1.127
H 0.582 -1.321 0.990
```

Results
Energy relative to the best compared isomer or geometry (same formula, charge and spin)   161.0 kJ/mol
SMILES   CC(C)C(N)=O.O
Strongest force on any atom   0.091 hartree/bohr
Gap between HOMO and LUMO   10.3 eV